# 1
{
  "formula": "C15H33HgN5P",
  "method": "the ωB97M-V functional and the def2-TZVPD basis",
  "multiplicity": 2,
  "gap_ev": [8.1485, 7.0560],
  "total_energy_ev": -37002.82937,
  "species": ["Hg", "N", "H", "H", "H", "N", "P", "N", "C", "C", "C", "C", "C", "N", "C", "C", "C", "C", "C", "N", "C", "C", "C", "C", "C", "H", "H", "H", "H", "H", "H", "H", "H", "H", "H", "H", "H", "H", "H", "H", "H", "H", "H", "H", "H", "H", "H", "H", "H", "H", "H", "H", "H", "H", "H"],
  "xyz": [[-2.4159, 2.7381, 0.5149], [-1.0096, 3.9860, 2.9718], [-0.9105, 4.9431, 2.6698], [-0.4286, 3.3104, 2.4729], [-0.8169, 3.9704, 3.9969], [-0.5619, 1.6447, 0.7693], [-0.2413, 0.3342, 0.0378], [-0.3444, 0.3731, -1.6255], [-0.3842, -0.7507, -2.5545], [-0.7995, -0.2722, -3.9389], [-1.7027, 0.9848, -3.8772], [-1.0174, 2.1647, -3.1324], [0.1419, 1.6102, -2.2618], [1.3266, -0.2534, 0.3565], [1.6452, -0.3064, 1.7545], [2.6544, 0.7905, 2.1213], [3.9535, 0.4456, 1.4297], [3.7356, -0.2530, 0.0041], [2.4049, 0.1039, -0.6352], [-1.1928, -0.9832, 0.3851], [-0.8161, -2.3732, 0.1490], [-0.7967, -3.2204, 1.4109], [-1.6846, -2.6583, 2.5571], [-2.9369, -2.0121, 1.9749], [-2.4585, -0.8313, 1.0427], [-1.1004, -1.4686, -2.2245], [0.5395, -1.3998, -2.6331], [-1.3057, -1.1333, -4.3973], [0.0290, 0.0233, -4.5045], [-2.5640, 0.6547, -3.3317], [-2.0587, 1.2941, -4.8601], [-1.7749, 2.6688, -2.5287], [-0.7639, 2.9453, -3.8835], [0.2386, 2.4168, -1.5018], [1.1461, 1.5011, -2.7170], [2.0934, -1.2567, 2.1085], [0.6589, -0.1450, 2.2152], [2.6380, 0.7771, 3.1868], [2.4296, 1.7451, 1.7068], [4.5689, -0.1270, 2.0851], [4.5129, 1.2897, 1.2678], [3.9664, -1.2855, 0.0256], [4.5333, 0.1586, -0.6455], [2.1982, -0.4489, -1.6481], [2.4220, 1.2164, -0.7822], [0.1912, -2.3802, -0.4440], [-1.4843, -2.9458, -0.5103], [0.1958, -3.2166, 1.7835], [-1.0179, -4.2545, 1.0429], [-1.1588, -1.8096, 3.0237], [-1.8274, -3.4482, 3.2849], [-3.5002, -1.5123, 2.7831], [-3.4984, -2.7681, 1.4622], [-2.3988, 0.0277, 1.7224], [-3.2522, -0.6042, 0.3202]],
  "forces_ev_per_a": [[0.3, -0.3, 0.0], [-0.2, -0.3, 1.4], [0.3, -0.1, -0.3], [0.1, 0.4, 0.1], [-0.2, -0.2, -1.3], [-0.3, 1.0, 0.5], [0.5, -1.7, -0.8], [1.1, 0.9, -0.6], [0.5, -0.3, 0.1], [-1.3, 0.3, 0.4], [0.2, -0.5, 0.3], [0.0, -0.6, -1.4], [-0.8, 1.6, 0.6], [-0.5, 0.0, -2.1], [0.0, 0.8, 0.4], [-0.5, -1.2, -0.9], [-1.0, -2.1, -0.7], [1.2, 1.8, 0.2], [-0.8, -0.4, 0.2], [0.2, -1.3, 0.5], [1.5, -0.1, -1.5], [-0.1, -0.1, 0.0], [0.4, 0.4, -1.0], [1.2, 0.8, 0.2], [-1.4, 0.2, 0.9], [-0.8, -0.3, 0.5], [-0.3, 1.0, 0.1], [0.1, 0.5, -0.3], [1.5, 0.0, -1.0], [-0.8, 0.1, 0.4], [0.2, -0.2, -0.1], [0.2, -0.2, 0.4], [0.5, -0.5, 0.5], [0.4, -0.9, -0.1], [-0.7, -0.1, -0.3], [-0.4, 0.1, -0.4], [0.6, -0.2, 0.6], [0.7, 0.5, 0.9], [-1.2, 0.8, 0.2], [0.5, -1.1, 0.2], [1.2, 2.3, -0.5], [-0.3, -1.3, 0.3], [-0.3, -0.1, 0.2], [0.5, 1.1, 1.9], [-0.1, -0.8, -0.3], [-1.6, -0.1, 1.4], [-0.4, 0.9, -0.4], [1.1, -0.3, 0.5], [-0.1, 0.6, 0.9], [0.3, -0.5, 0.1], [-0.3, 0.1, 0.3], [-0.2, -0.6, -0.5], [-0.7, -0.2, -0.4], [0.1, 0.0, -0.3], [-0.1, 0.0, 0.0]]
}

=====

# 2
{
  "formula": "C15H34AsN9O3PS4W",
  "method": "the ωB97M-V functional and the def2-TZVPD basis",
  "gap_ev": 6.0924,
  "total_charge": 3,
  "total_energy_ev": -150925.34319,
  "species": ["W", "N", "C", "N", "N", "N", "N", "C", "N", "N", "N", "N", "H", "C", "As", "C", "C", "S", "H", "H", "H", "H", "H", "H", "H", "H", "H", "C", "C", "C", "O", "P", "S", "S", "O", "C", "C", "C", "H", "H", "H", "H", "H", "H", "H", "H", "H", "H", "H", "H", "H", "H", "C", "C", "S", "O", "C", "C", "H", "H", "H", "H", "H", "H", "H", "H", "H", "H"],
  "xyz": [[-1.1510, -1.3456, -0.4976], [-3.2769, -3.1568, 1.8799], [-2.4602, -3.7098, 0.9620], [-1.6099, -4.7366, 1.0732], [-0.7370, -4.5857, 0.1189], [-1.0588, -3.5705, -0.6524], [-2.2096, -3.0233, -0.1727], [-3.1377, -1.7948, 2.0011], [-3.5237, -1.0208, 2.9781], [-2.9717, 0.1669, 2.7348], [-2.2897, 0.1687, 1.6477], [-2.3795, -1.0727, 1.1087], [-3.6428, -3.6925, 2.6625], [0.4412, -3.1528, -4.5439], [0.3164, -1.9393, -2.9937], [1.2297, -0.4187, -3.8532], [1.6317, -2.8832, -1.8647], [-1.8598, -1.8429, -2.8494], [1.4702, -3.2360, -4.8886], [-0.1860, -2.7596, -5.3426], [0.0667, -4.1361, -4.2612], [2.2352, -0.7771, -4.0727], [1.2847, 0.4762, -3.2452], [0.7137, -0.2178, -4.7902], [2.5015, -2.9372, -2.5233], [1.2757, -3.8934, -1.6741], [1.9020, -2.3828, -0.9441], [4.1067, 1.4506, 0.3209], [4.2322, 0.1868, 1.1392], [4.5152, 0.4139, 2.6018], [2.9606, -0.6328, 0.9666], [1.4899, -0.2682, 1.1905], [0.4457, -2.0315, 1.3756], [0.6588, 0.3977, -0.6051], [1.3792, 0.7776, 2.3018], [0.4093, 1.2047, 3.3834], [0.3234, 0.1245, 4.4323], [0.9543, 2.5115, 3.9026], [5.0512, 1.9917, 0.3539], [3.3322, 2.1025, 0.7348], [3.8785, 1.2246, -0.7216], [4.9640, -0.4910, 0.7067], [3.8139, 1.1230, 3.0381], [5.5187, 0.8306, 2.6909], [4.4948, -0.5207, 3.1614], [-0.5371, 1.3588, 2.8854], [1.2968, -0.0547, 4.8896], [-0.0600, -0.8147, 4.0332], [-0.3637, 0.4593, 5.2098], [1.9178, 2.3705, 4.3923], [0.2536, 2.9089, 4.6368], [1.0649, 3.2437, 3.1034], [-3.3738, 3.9699, -0.1690], [-2.4586, 2.7520, -0.0949], [-2.8608, 1.6192, -1.4578], [-2.1021, 0.2656, -1.0448], [-1.7974, 2.3567, -2.7398], [-2.0661, 1.8272, -4.1391], [-3.1040, 4.6490, 0.6388], [-4.4198, 3.6966, -0.0356], [-3.2689, 4.5227, -1.1032], [-2.6259, 2.1820, 0.8159], [-1.4038, 3.0122, -0.1799], [-0.7723, 2.2002, -2.4057], [-2.0308, 3.4238, -2.6975], [-1.7728, 0.7884, -4.2482], [-1.4990, 2.4206, -4.8565], [-3.1192, 1.9211, -4.4043]],
  "forces_ev_per_a": [[-2.1, 2.3, 1.0], [0.0, -0.1, 0.2], [-0.1, 0.2, -0.2], [-0.3, -0.3, 0.1], [0.4, 0.1, -0.2], [-0.4, -0.3, -0.3], [0.7, -0.7, 0.6], [0.3, 0.3, -0.4], [-0.2, -0.7, 0.0], [0.3, 0.5, -0.1], [-0.3, -0.1, 0.3], [0.1, 0.5, 0.1], [0.1, 0.0, 0.0], [-0.4, -0.1, 0.3], [2.2, -1.1, -3.4], [-0.5, -0.1, 0.4], [-0.2, -0.1, 0.2], [1.2, 0.3, 1.4], [0.1, 0.1, 0.1], [0.0, 0.1, 0.0], [0.0, 0.0, 0.1], [0.0, -0.1, 0.1], [0.0, 0.0, 0.0], [-0.1, 0.0, 0.0], [-0.1, 0.2, -0.2], [-0.1, 0.0, 0.0], [-0.1, 0.1, 0.0], [-0.2, -0.1, 0.0], [0.3, 0.3, 0.0], [-0.1, -0.1, 0.0], [-0.2, -0.1, 0.1], [0.1, -0.1, -0.2], [-0.3, 0.4, -0.7], [-0.5, -0.7, 0.7], [0.1, -0.4, -0.5], [0.0, 0.2, 0.5], [0.1, -0.1, -0.2], [0.1, 0.0, -0.1], [0.0, 0.0, 0.0], [0.1, 0.0, 0.0], [0.1, 0.0, 0.0], [-0.1, 0.0, 0.0], [0.0, 0.0, 0.0], [0.0, 0.0, 0.0], [0.0, 0.0, 0.0], [-0.1, 0.0, -0.2], [0.0, 0.0, 0.0], [0.0, 0.0, 0.0], [0.0, 0.0, 0.0], [0.0, 0.0, 0.0], [0.0, 0.0, 0.0], [0.0, 0.0, 0.0], [-0.1, 0.0, -0.2], [-0.2, 0.1, 0.0], [0.7, 0.1, 0.4], [0.1, -0.2, -0.1], [-0.2, -0.2, -0.3], [-0.1, 0.0, 0.0], [0.0, 0.0, 0.0], [0.0, 0.0, 0.0], [0.0, 0.0, 0.0], [0.0, 0.0, -0.1], [0.0, -0.1, 0.0], [0.0, 0.1, 0.1], [0.0, 0.0, 0.2], [0.0, -0.1, 0.0], [0.0, 0.0, 0.1], [0.0, 0.0, 0.0]]
}

=====

# 3
{
  "formula": "C15H34BeN14O3P2",
  "method": "the ωB97M-V functional and the def2-TZVPD basis",
  "gap_ev": 8.1305,
  "total_energy_ev": -62097.27945,
  "species": ["Be", "C", "N", "C", "P", "O", "O", "P", "O", "N", "C", "C", "N", "C", "C", "N", "C", "C", "H", "H", "H", "H", "H", "H", "H", "H", "H", "H", "H", "H", "H", "H", "H", "H", "H", "H", "H", "H", "H", "H", "H", "H", "N", "C", "N", "N", "N", "N", "C", "N", "N", "N", "N", "H", "C", "C", "C", "C", "C", "N", "H", "H", "H", "H", "H", "H", "H", "H", "H"],
  "xyz": [[1.4351, -0.3696, -0.0995], [-2.1234, 4.8760, 0.5745], [-2.7506, 3.5643, 0.4839], [-4.1316, 3.5716, 0.0357], [-1.8402, 2.2088, 0.5290], [-0.5092, 2.4310, 1.1067], [-1.7298, 1.7549, -1.0414], [-0.7004, 0.7277, -1.7033], [-0.0786, -0.1503, -0.6491], [0.2832, 1.6952, -2.5734], [0.9760, 1.1600, -3.7501], [1.1100, 2.6613, -1.8284], [-1.6350, -0.1804, -2.6829], [-1.2782, -1.5647, -3.0045], [-2.4344, 0.4885, -3.7053], [-2.8185, 1.0517, 1.1816], [-2.9578, -0.2998, 0.6542], [-2.8337, 1.0917, 2.6480], [-2.7070, 5.5113, 1.2443], [-2.0767, 5.3602, -0.4059], [-1.1184, 4.7756, 0.9741], [-4.7614, 4.0955, 0.7589], [-4.5019, 2.5546, -0.0658], [-4.2232, 4.0782, -0.9300], [0.3623, 0.4185, -4.2575], [1.9229, 0.6881, -3.4839], [1.1627, 1.9871, -4.4354], [0.5987, 3.0103, -0.9340], [1.3191, 3.5129, -2.4764], [2.0562, 2.2087, -1.5204], [-0.5651, -1.9543, -2.2868], [-0.8206, -1.6298, -3.9945], [-2.1841, -2.1745, -2.9931], [-2.6512, 1.5138, -3.4151], [-3.3790, -0.0448, -3.8232], [-1.9198, 0.4971, -4.6705], [-2.9600, -0.2995, -0.4327], [-3.9126, -0.7060, 0.9949], [-2.1548, -0.9570, 1.0023], [-2.6349, 2.0996, 3.0070], [-2.0696, 0.4295, 3.0637], [-3.8153, 0.7810, 3.0098], [4.4516, -0.4436, -0.4631], [3.6700, -1.0382, -1.4196], [4.0958, -1.7086, -2.4717], [2.9563, -2.0923, -3.0933], [1.9204, -1.6843, -2.4541], [2.3422, -0.9903, -1.3676], [3.9091, 0.3238, 0.5482], [4.6168, 0.9156, 1.4808], [3.6864, 1.5237, 2.2611], [2.5039, 1.3075, 1.8238], [2.5988, 0.5443, 0.7015], [5.4508, -0.4665, -0.5625], [2.5667, -3.1836, 3.8687], [1.4985, -3.6456, 2.8701], [0.1530, -3.8700, 3.5688], [1.9507, -4.9158, 2.1354], [1.3277, -2.5794, 1.8661], [1.1954, -1.7351, 1.1079], [2.7181, -3.9728, 4.6054], [2.2571, -2.2754, 4.3850], [3.5144, -2.9861, 3.3687], [0.2726, -4.6589, 4.3116], [-0.6140, -4.1770, 2.8579], [-0.1805, -2.9649, 4.0762], [2.1102, -5.7062, 2.8689], [2.8830, -4.7464, 1.5975], [1.1959, -5.2475, 1.4226]],
  "forces_ev_per_a": [[0.0, -0.4, 0.0], [0.0, 0.0, 0.0], [-0.1, 0.1, 0.2], [0.0, 0.0, 0.0], [0.3, 0.2, 0.0], [-0.2, 0.0, -0.1], [0.0, -0.3, 0.0], [-0.1, -0.1, 0.0], [0.1, 0.5, 0.2], [0.3, 0.0, 0.1], [-0.1, 0.0, 0.0], [-0.1, 0.0, -0.1], [0.3, 0.1, -0.2], [-0.2, 0.0, 0.1], [-0.1, -0.1, 0.1], [0.1, -0.1, 0.1], [0.0, 0.0, 0.0], [-0.1, 0.0, -0.1], [0.0, 0.0, 0.0], [0.0, 0.0, 0.0], [0.0, 0.0, 0.0], [0.0, 0.0, 0.0], [0.0, 0.0, 0.0], [0.0, 0.0, 0.0], [0.0, 0.0, 0.0], [0.0, 0.0, 0.0], [0.0, 0.0, 0.0], [0.0, 0.0, 0.0], [0.0, 0.0, 0.0], [0.0, 0.0, 0.0], [0.0, 0.0, 0.0], [0.0, 0.0, 0.0], [0.0, 0.0, 0.0], [0.0, 0.0, 0.0], [0.0, 0.0, 0.0], [0.0, 0.0, 0.0], [0.0, 0.0, 0.0], [0.0, 0.0, 0.0], [0.0, 0.0, 0.0], [0.0, 0.0, 0.0], [0.0, 0.0, 0.0], [0.0, 0.0, 0.0], [0.0, 0.0, 0.0], [0.2, 0.1, 0.0], [-0.1, 0.0, -0.1], [0.0, 0.0, 0.0], [0.1, -0.1, 0.0], [-0.2, 0.0, 0.1], [0.2, 0.0, -0.2], [0.0, 0.1, 0.1], [0.0, 0.0, -0.1], [0.0, 0.0, 0.1], [-0.3, 0.0, -0.1], [0.0, 0.0, 0.0], [0.0, 0.0, 0.0], [0.0, 0.0, -0.2], [0.0, 0.0, 0.0], [0.0, 0.0, 0.0], [-0.1, 0.0, 0.2], [0.0, 0.0, -0.2], [0.0, 0.0, 0.0], [0.0, 0.0, 0.0], [0.0, 0.0, 0.0], [0.0, 0.0, 0.0], [0.0, 0.0, 0.0], [0.0, 0.0, 0.0], [0.0, 0.0, 0.0], [0.0, 0.0, 0.0], [0.0, 0.0, 0.0]]
}